(1)
{"formula": "C49H50BrN7O4SY", "method": "ωB97M-V with the def2-TZVPD basis set", "total_charge": 1, "relative_energy_ev": 0.2866, "total_energy_ev": -152166.55240, "max_force_ev_per_a": 1.41, "elements": ["Y", "C", "C", "C", "C", "C", "N", "C", "C", "C", "N", "C", "C", "C", "C", "C", "C", "C", "C", "N", "C", "C", "C", "N", "C", "C", "C", "C", "O", "C", "O", "H", "H", "H", "H", "H", "H", "H", "H", "H", "H", "H", "H", "H", "H", "H", "H", "H", "H", "H", "H", "H", "H", "H", "H", "H", "H", "H", "H", "C", "N", "C", "C", "N", "C", "S", "H", "H", "H", "H", "H", "H", "C", "C", "C", "C", "C", "C", "C", "C", "H", "H", "H", "H", "H", "C", "C", "C", "C", "N", "C", "C", "H", "H", "H", "H", "H", "H", "H", "Br", "C", "C", "C", "C", "C", "C", "C", "O", "O", "H", "H", "H", "H"], "coordinates": [[-1.106636, 0.303916, -0.374435], [-0.689864, -4.637938, -5.943552], [-0.767080, -3.984387, -4.592677], [-0.054903, -4.427619, -3.509548], [-0.120613, -3.782751, -2.254994], [0.571457, -4.357674, -1.164829], [0.567679, -3.909370, 0.054650], [1.390512, -4.471962, 1.117453], [0.656501, -4.534907, 2.465269], [1.450423, -3.892019, 3.603028], [1.742006, -2.489058, 3.267671], [0.828572, -1.577580, 3.098133], [-0.505896, -1.572593, 3.618676], [-0.953598, -1.870390, 4.915783], [-2.244461, -1.565384, 5.294254], [-2.746129, -1.833761, 6.687529], [-3.081125, -0.926225, 4.356161], [-2.696838, -0.636634, 3.062337], [-3.585138, 0.080825, 2.148440], [-3.296023, 0.456089, 0.964407], [-4.325974, 1.230651, 0.264436], [-4.982603, 0.446163, -0.870304], [-4.190694, 0.401287, -2.168086], [-2.998555, -0.447284, -2.059220], [-2.775518, -1.205988, -3.056904], [-1.722362, -2.210355, -3.180346], [-1.627500, -2.893007, -4.374155], [-0.896479, -2.598048, -2.080843], [-0.881730, -1.968859, -0.970234], [-1.403393, -1.058702, 2.647817], [-1.017998, -1.060032, 1.438414], [0.008086, -5.474039, -5.932843], [-0.352364, -3.932656, -6.704618], [-1.662910, -5.018777, -6.258111], [0.581293, -5.302004, -3.605597], [1.138890, -5.268707, -1.337403], [0.098800, -2.998673, 0.174663], [2.284376, -3.848134, 1.186936], [1.720161, -5.458891, 0.793916], [0.433671, -5.567618, 2.734941], [-0.305317, -4.024127, 2.383897], [2.406360, -4.387614, 3.765578], [0.896009, -3.935301, 4.536752], [2.627824, -2.296597, 2.814626], [1.110523, -0.739063, 2.456878], [-0.271642, -2.282319, 5.651959], [-2.038604, -2.444712, 7.246715], [-3.698727, -2.364463, 6.671307], [-2.895187, -0.906241, 7.242997], [-4.081278, -0.644380, 4.674750], [-4.560921, 0.350654, 2.569280], [-3.842784, 2.126701, -0.136252], [-5.088361, 1.562758, 0.976936], [-5.941483, 0.923669, -1.084947], [-5.205414, -0.569542, -0.532641], [-3.862294, 1.410831, -2.426357], [-4.835839, 0.037661, -2.974587], [-3.453612, -1.170079, -3.918205], [-2.265890, -2.570076, -5.192394], [6.079895, -0.608643, -1.022833], [4.868644, 0.009391, -1.525395], [4.833022, 1.205025, -2.221514], [3.547239, 1.424390, -2.557349], [2.820730, 0.362508, -2.069832], [3.619602, -0.509841, -1.426553], [3.160119, -1.951973, -0.651665], [6.529579, 0.023255, -0.258995], [6.783652, -0.755439, -1.840668], [5.812139, -1.570476, -0.594319], [5.719823, 1.783892, -2.404381], [3.087071, 2.234582, -3.092470], [1.810598, 0.302971, -2.158020], [0.891887, 0.915145, 0.570228], [1.888375, 1.199181, 1.218333], [3.058113, 1.503240, 1.994519], [3.181572, 2.732334, 2.647860], [4.302852, 3.013408, 3.411214], [5.318950, 2.075583, 3.538438], [5.209369, 0.853517, 2.889217], [4.090994, 0.569113, 2.119789], [2.385495, 3.459121, 2.547444], [4.385982, 3.969430, 3.911910], [6.193175, 2.298398, 4.135615], [6.003055, 0.121841, 2.976828], [4.013269, -0.362477, 1.570165], [-0.758517, 6.424184, 3.098197], [-0.965998, 5.144041, 2.343754], [-0.747918, 5.049773, 0.977421], [-0.951528, 3.842951, 0.327092], [-1.359940, 2.737154, 0.948828], [-1.562249, 2.825241, 2.265989], [-1.383998, 3.985578, 2.992632], [-0.398822, 7.217611, 2.445683], [-0.033340, 6.286397, 3.901214], [-1.691314, 6.755814, 3.556342], [-0.415353, 5.910038, 0.410764], [-0.778757, 3.752490, -0.736234], [-1.856549, 1.914408, 2.771354], [-1.560933, 3.980086, 4.060857], [0.746305, 0.008360, -5.368982], [-0.234926, 1.633174, -5.322418], [-0.336238, 2.286731, -6.544222], [-1.038660, 3.475308, -6.647964], [-1.656714, 4.015995, -5.529978], [-1.562137, 3.357000, -4.319929], [-0.848267, 2.164066, -4.183075], [-0.818270, 1.563798, -2.812679], [-0.044685, 0.606387, -2.537114], [-1.597896, 2.026387, -1.929096], [0.140627, 1.854383, -7.412272], [-1.103629, 3.972255, -7.606729], [-2.208558, 4.943178, -5.601273], [-2.046345, 3.755070, -3.438239]], "atomic_forces_ev_per_a": [[-1.27, -0.59, -0.13], [0.02, -0.04, -0.02], [-0.04, 0.07, 0.04], [0.03, -0.02, -0.01], [0.10, -0.10, 0.06], [-0.03, 0.02, -0.12], [0.01, 0.10, 0.03], [0.01, 0.05, -0.09], [-0.02, -0.04, 0.01], [0.07, 0.08, 0.13], [-0.11, 0.01, -0.19], [0.07, -0.03, 0.13], [-0.07, 0.01, 0.03], [0.10, -0.02, -0.07], [-0.12, 0.08, -0.08], [0.02, -0.02, 0.03], [-0.01, -0.03, 0.16], [0.05, -0.02, -0.11], [0.05, -0.07, 0.05], [-0.11, 0.02, -0.06], [0.07, 0.00, 0.06], [-0.07, 0.00, 0.01], [0.07, -0.07, 0.01], [-0.01, 0.20, -0.10], [0.09, -0.12, 0.08], [-0.06, 0.03, -0.02], [0.00, -0.02, -0.08], [-0.06, 0.12, 0.12], [0.06, 0.26, -0.12], [-0.10, -0.02, -0.15], [0.08, 0.18, 0.00], [0.00, 0.00, 0.00], [0.00, 0.01, 0.01], [-0.01, 0.01, 0.00], [0.00, 0.00, 0.00], [0.00, 0.01, -0.03], [-0.01, -0.02, 0.02], [0.04, 0.00, 0.00], [-0.02, -0.01, 0.03], [0.01, 0.00, 0.01], [0.02, 0.02, -0.02], [0.00, -0.02, -0.02], [-0.01, -0.02, -0.02], [0.04, 0.00, 0.02], [0.00, 0.04, 0.00], [0.02, 0.01, -0.01], [0.01, 0.01, 0.01], [-0.01, 0.01, -0.01], [-0.01, 0.00, 0.00], [0.00, 0.00, -0.01], [0.00, -0.03, 0.01], [-0.01, 0.01, -0.01], [-0.03, -0.03, -0.02], [0.01, 0.01, -0.02], [-0.01, 0.00, 0.00], [-0.01, 0.01, 0.02], [-0.01, 0.02, -0.01], [-0.01, -0.02, 0.01], [0.00, -0.01, 0.00], [-0.07, 0.01, 0.01], [0.08, -0.06, 0.01], [-0.07, 0.04, 0.00], [0.07, 0.00, 0.01], [-0.04, 0.17, -0.13], [-0.12, -0.12, 0.15], [-0.01, -0.02, -0.05], [0.02, 0.01, 0.04], [0.01, -0.01, 0.01], [0.00, 0.00, 0.00], [0.01, -0.01, -0.01], [-0.01, -0.01, -0.01], [0.03, -0.21, 0.11], [1.25, 0.30, 0.35], [0.03, 0.03, -0.01], [-0.03, 0.04, -0.02], [-0.01, 0.01, 0.04], [0.00, 0.00, 0.01], [0.01, -0.01, 0.01], [-0.01, 0.01, -0.01], [0.02, -0.01, -0.06], [0.00, 0.01, 0.00], [0.00, 0.01, 0.00], [0.00, 0.00, 0.01], [0.01, -0.01, -0.01], [-0.01, -0.06, 0.00], [0.00, 0.02, -0.01], [0.01, 0.02, 0.04], [0.01, -0.01, -0.04], [0.00, 0.02, 0.04], [-0.09, -0.15, -0.06], [0.11, 0.01, -0.01], [0.01, -0.05, 0.00], [0.00, -0.01, -0.01], [0.00, -0.01, 0.00], [0.00, 0.00, 0.00], [0.00, 0.00, 0.00], [-0.01, 0.01, -0.01], [-0.03, -0.01, 0.01], [0.00, 0.01, 0.00], [-0.03, 0.01, 0.11], [0.00, 0.01, -0.02], [-0.01, 0.01, 0.03], [-0.01, 0.00, 0.01], [0.01, 0.00, -0.03], [-0.02, 0.03, 0.02], [-0.01, 0.01, -0.05], [0.07, -0.08, 0.07], [-0.02, -0.13, 0.11], [0.02, 0.14, -0.21], [0.00, 0.01, -0.01], [0.00, 0.01, 0.00], [-0.01, 0.00, -0.01], [0.03, -0.01, -0.01]]}



(2)
{"formula": "C49H52Cl5N5O3STa", "method": "ωB97M-V with the def2-TZVPD basis set", "total_charge": 1, "relative_energy_ev": 0.2167, "total_energy_ev": -140246.05779, "max_force_ev_per_a": 0.57, "elements": ["Ta", "Cl", "C", "C", "C", "Cl", "C", "Cl", "C", "Cl", "C", "Cl", "C", "O", "C", "C", "C", "C", "C", "C", "N", "N", "C", "C", "C", "C", "O", "C", "N", "C", "C", "C", "C", "H", "H", "H", "H", "H", "H", "H", "H", "H", "H", "H", "H", "C", "C", "C", "C", "C", "C", "C", "C", "C", "C", "C", "C", "C", "C", "H", "H", "H", "H", "H", "H", "H", "H", "H", "H", "H", "C", "C", "C", "C", "N", "C", "S", "N", "C", "C", "C", "C", "H", "H", "H", "H", "H", "H", "H", "H", "H", "H", "H", "H", "H", "H", "H", "H", "H", "H", "H", "H", "C", "C", "C", "C", "O", "H", "H", "H", "H", "H", "H", "H", "H", "H"], "coordinates": [[-0.512854, 1.001864, -0.171631], [-0.232989, 3.561974, 2.870244], [-1.777197, 3.039716, 2.296025], [-1.888774, 2.168125, 1.210527], [-3.196834, 1.875293, 0.853350], [-3.393585, 0.804864, -0.523382], [-4.346693, 2.344449, 1.472778], [-5.907217, 1.893527, 0.919592], [-4.186313, 3.196166, 2.561271], [-5.563039, 3.805516, 3.376477], [-2.898453, 3.545678, 2.968916], [-2.723906, 4.606238, 4.308339], [-7.659975, 0.116594, -4.256490], [-7.133190, -0.176963, -2.971312], [-6.504045, -1.361924, -2.797159], [-6.069435, -1.628243, -1.494594], [-5.390410, -2.791221, -1.207209], [-5.141704, -3.719699, -2.221809], [-5.640347, -3.488503, -3.493973], [-6.295088, -2.303615, -3.801393], [-4.454473, -4.969101, -2.061119], [-3.401904, -5.085310, -1.423485], [-2.753355, -3.939913, -0.843820], [-2.584186, -3.884556, 0.512141], [-1.977006, -2.772578, 1.138547], [-1.520702, -1.748376, 0.357864], [-0.907162, -0.634238, 0.797264], [-1.658324, -1.805428, -1.049610], [-1.208224, -0.707118, -1.714655], [-1.252367, -0.725256, -3.025348], [-1.777574, -1.805767, -3.755464], [-2.281448, -2.890738, -3.094028], [-2.237824, -2.912548, -1.681038], [-8.130965, 1.091359, -4.171017], [-8.406043, -0.623560, -4.552679], [-6.867096, 0.160905, -5.007046], [-6.284125, -0.903929, -0.720962], [-5.078843, -2.978948, -0.191207], [-5.501336, -4.247313, -4.253031], [-6.654078, -2.143031, -4.805856], [-2.965753, -4.696309, 1.117204], [-1.892479, -2.722276, 2.214466], [-0.846673, 0.133710, -3.539024], [-1.779146, -1.755922, -4.834321], [-2.698608, -3.726671, -3.637669], [4.194723, 1.495998, 5.303542], [3.577175, 0.270354, 5.102070], [2.664328, 0.121823, 4.071474], [2.370736, 1.176597, 3.203243], [2.977126, 2.413724, 3.438148], [3.878394, 2.567339, 4.478645], [1.398032, 0.919410, 2.127018], [1.202920, 1.584496, 0.969924], [2.107922, 2.662771, 0.492321], [1.635621, 3.928228, 0.164733], [2.500799, 4.916430, -0.287744], [3.852989, 4.650772, -0.432897], [4.338234, 3.389269, -0.109633], [3.473909, 2.411086, 0.347444], [4.902688, 1.623332, 6.111201], [3.793915, -0.563138, 5.756849], [2.165382, -0.829420, 3.929237], [2.740158, 3.266157, 2.818388], [4.333811, 3.533444, 4.648861], [0.745411, 0.078535, 2.351098], [0.583958, 4.151493, 0.287331], [2.114306, 5.900119, -0.520729], [4.525510, 5.419939, -0.786688], [5.395290, 3.175127, -0.202591], [3.858947, 1.443084, 0.640298], [6.397343, 0.457640, 2.089135], [5.935026, -0.971105, 2.346350], [4.658587, -1.316858, 1.582849], [4.897615, -1.520181, 0.080862], [3.874068, -0.894140, -0.762452], [2.559121, -1.069110, -0.787847], [1.644273, 0.110948, -1.661720], [1.950559, -2.114028, -0.224251], [2.491533, -3.462475, -0.004606], [1.395433, -4.393331, 0.518648], [1.421400, -4.558679, 2.036091], [1.318433, -3.240034, 2.790115], [7.304580, 0.686458, 2.645982], [5.628020, 1.168718, 2.396305], [6.616796, 0.637007, 1.034315], [5.745870, -1.097861, 3.413991], [6.725169, -1.682806, 2.089089], [3.933119, -0.512642, 1.727253], [4.203813, -2.212839, 2.011647], [5.004435, -2.574114, -0.173586], [5.829011, -1.042511, -0.220717], [4.146931, -0.032466, -1.214121], [0.947722, -2.091551, -0.348070], [3.305979, -3.424200, 0.717819], [2.899478, -3.830420, -0.949783], [1.498554, -5.368211, 0.040405], [0.417539, -4.012117, 0.204244], [2.349368, -5.064923, 2.317706], [0.611822, -5.228187, 2.333363], [2.134238, -2.564304, 2.526718], [1.356593, -3.396759, 3.867821], [0.389681, -2.717559, 2.558346], [-0.914611, 4.553199, -2.053384], [-0.893263, 3.146693, -2.629754], [-2.246501, 2.813142, -3.238316], [0.257511, 2.965113, -3.605859], [-0.635306, 2.245311, -1.524118], [-1.234802, 5.255125, -2.823530], [0.073058, 4.850813, -1.709837], [-1.620573, 4.612119, -1.224208], [-2.398087, 3.420464, -4.130884], [-3.051282, 3.031149, -2.537256], [-2.319320, 1.767323, -3.527221], [0.151313, 3.656958, -4.441391], [0.282870, 1.951003, -4.005841], [1.206389, 3.160343, -3.106471]], "atomic_forces_ev_per_a": [[0.29, -0.12, -0.48], [-0.11, 0.09, 0.12], [0.02, 0.08, 0.10], [-0.09, 0.00, -0.06], [-0.19, -0.01, -0.02], [-0.05, 0.08, 0.07], [0.13, 0.02, 0.03], [0.01, -0.01, -0.01], [0.01, -0.04, -0.06], [0.01, 0.00, 0.00], [0.00, -0.01, 0.00], [0.06, -0.02, -0.03], [0.01, -0.01, 0.00], [0.05, -0.07, 0.03], [-0.03, 0.05, -0.01], [0.00, 0.00, -0.05], [0.01, 0.02, -0.04], [0.05, 0.00, -0.01], [-0.01, 0.02, 0.03], [-0.01, 0.03, 0.06], [-0.10, -0.06, -0.08], [0.10, 0.03, 0.13], [-0.14, -0.08, -0.06], [0.02, 0.04, 0.00], [0.00, 0.03, -0.16], [-0.03, 0.05, -0.04], [-0.12, -0.29, 0.45], [-0.04, -0.07, 0.13], [0.04, -0.05, -0.02], [-0.04, 0.00, -0.07], [0.01, 0.04, 0.01], [0.03, 0.00, 0.07], [0.00, 0.07, 0.01], [0.00, -0.02, 0.00], [0.00, 0.00, -0.01], [0.00, 0.00, 0.00], [-0.01, 0.02, 0.02], [0.03, -0.03, 0.04], [0.00, -0.02, -0.01], [-0.02, 0.02, -0.03], [-0.01, -0.02, 0.00], [0.02, 0.00, 0.03], [0.02, 0.06, -0.01], [0.00, -0.01, -0.02], [0.01, -0.02, -0.01], [0.00, 0.02, 0.00], [0.00, 0.01, 0.01], [0.00, 0.00, 0.00], [0.05, -0.01, 0.03], [-0.01, 0.01, 0.02], [0.01, 0.00, 0.01], [-0.03, -0.08, -0.05], [-0.02, 0.02, 0.05], [0.08, -0.01, 0.03], [0.01, 0.01, -0.01], [0.00, -0.02, 0.00], [-0.01, 0.00, 0.00], [0.00, 0.00, 0.00], [-0.03, 0.02, -0.01], [0.01, 0.00, 0.02], [0.01, -0.02, 0.02], [0.00, 0.00, 0.00], [0.00, -0.01, -0.02], [0.01, 0.02, 0.01], [-0.02, 0.02, 0.00], [0.04, -0.01, 0.00], [0.00, 0.03, -0.01], [0.01, 0.02, 0.00], [0.02, 0.00, 0.00], [0.02, -0.04, -0.02], [0.00, 0.00, 0.01], [0.01, -0.01, 0.02], [0.00, -0.03, 0.01], [0.02, -0.02, 0.02], [0.03, 0.06, -0.12], [-0.06, 0.03, 0.04], [0.02, 0.17, 0.02], [-0.07, 0.04, -0.02], [0.08, -0.03, -0.01], [-0.02, 0.01, -0.03], [0.02, -0.01, 0.00], [0.01, 0.05, 0.01], [0.03, 0.00, 0.02], [-0.03, 0.02, 0.03], [0.00, 0.00, -0.05], [-0.01, 0.01, -0.01], [0.01, -0.01, -0.01], [0.00, 0.00, -0.02], [0.05, 0.02, 0.01], [0.00, 0.01, 0.01], [0.00, 0.00, 0.04], [-0.01, -0.06, 0.01], [0.07, 0.00, 0.03], [-0.03, -0.05, -0.04], [-0.02, 0.02, 0.01], [0.04, 0.00, 0.03], [-0.02, -0.02, -0.02], [0.00, -0.01, 0.00], [-0.02, 0.01, 0.01], [-0.01, -0.03, 0.01], [-0.01, -0.02, 0.03], [-0.04, 0.02, -0.01], [-0.02, 0.07, -0.08], [0.04, -0.05, 0.13], [0.02, 0.03, -0.01], [-0.04, 0.02, -0.03], [-0.10, 0.06, -0.11], [-0.01, 0.01, -0.02], [-0.01, -0.01, -0.02], [-0.01, -0.01, 0.03], [0.00, 0.02, 0.00], [-0.01, 0.00, 0.03], [0.02, -0.08, -0.02], [0.00, 0.02, 0.00], [0.00, -0.03, -0.02], [0.02, 0.00, 0.02]]}